23
Properties=species:S:1:pos:R:3 method="wB97M-V/def2-TZVPD" e_above_lowest_kj_mol=316.7
C 2.0751 0.4937 0.6838
C 2.1049 0.3263 -0.8667
C 0.0752 -0.2668 -0.1017
C 0.0714 -2.2830 0.0554
C -1.9002 1.8254 -0.1387
N 0.7104 0.3670 0.9367
N 0.6578 0.2462 -1.2096
O -2.1741 -0.3679 1.3636
O -2.4499 -0.5983 -1.2696
P -1.6906 0.0345 -0.1286
H 2.5846 -0.2014 1.3068
H 2.5823 1.3940 0.8551
H 2.6695 1.2093 -1.4567
H 2.7516 -0.5029 -0.9687
H -0.0257 -2.4614 1.0816
H 1.0659 -2.4561 -0.3439
H -0.8827 -2.4852 -0.2856
H -1.5785 2.2550 0.8497
H -1.4147 2.2598 -1.0448
H -2.9879 2.0127 -0.5316
H 0.3018 0.4557 1.8611
H -2.8486 -0.9603 1.3409
H 0.3025 -0.2964 -1.9883


9
Properties=species:S:1:pos:R:3 method="wB97M-V/def2-TZVPD" total_charge=-2 e_above_lowest_kj_mol=31.2
N -3.7854 -0.4787 -0.6063
N -1.8850 1.7636 -0.1940
O -4.0127 -1.0678 0.3878
O -2.4946 2.6252 -0.8728
O -2.1341 0.5350 -0.0643
S -3.2245 -1.5557 -2.3116
S 10.7134 -0.4917 3.3489
H -2.4965 -0.6884 -2.9872
H 9.3195 -0.6415 3.2996


57
Properties=species:S:1:pos:R:3 method="wB97M-V/def2-TZVPD" spin_multiplicity=4 total_charge=+3 energy_ev=-113906.7048
Mn -0.5088 0.0766 -0.2690
N -3.0706 1.6342 2.8823
C -2.6498 1.2039 1.7166
N -1.4100 0.8383 1.4719
C -0.4773 0.8720 2.5225
N 0.7396 0.4768 2.3226
N 0.9270 0.0755 1.0290
C 2.1044 -0.2131 0.6199
C 2.2081 -0.5743 -0.7899
C 3.3744 -0.9294 -1.4195
C 3.3292 -1.2512 -2.7768
C 2.1237 -1.1686 -3.4478
C 0.9854 -0.7965 -2.7462
N 1.0242 -0.5175 -1.4466
C -0.8860 1.3590 3.8208
C -0.0025 1.4561 4.9028
C -0.4532 1.9487 6.1063
C -1.7818 2.3634 6.2462
C -2.6676 2.2732 5.1912
C -2.2110 1.7609 3.9878
H -4.0443 1.8821 2.9985
H -3.3783 1.1475 0.9180
H 2.9447 -0.1572 1.3038
H 4.3042 -0.9456 -0.8648
H 4.2276 -1.5619 -3.2935
H 2.0536 -1.3876 -4.5040
H 0.0222 -0.7277 -3.2326
H 1.0285 1.1568 4.7692
H 0.2196 2.0136 6.9510
H -2.1207 2.7676 7.1915
H -3.6989 2.5885 5.3055
Cl -2.0401 -7.2483 0.4538
C -1.8078 -5.6013 0.2843
C -1.3016 -4.8611 1.3766
C -1.1185 -3.5238 1.2426
Cl -0.5208 -2.5843 2.5375
C -1.4212 -2.8476 -0.0032
O -1.3114 -1.5957 -0.1272
C -1.9133 -3.6553 -1.0974
Cl -2.2566 -2.8699 -2.5833
C -2.1210 -4.9859 -0.9521
H -1.0649 -5.3628 2.3055
H -2.5157 -5.5795 -1.7659
C -3.0334 3.1507 -2.2323
P -2.6392 1.4395 -2.4988
C -2.2088 1.1888 -4.2036
C -4.0536 0.4071 -2.0874
O -1.4453 1.0562 -1.5782
H -3.8807 3.4415 -2.8574
H -2.1714 3.7670 -2.4901
H -3.2889 3.3059 -1.1839
H -2.9994 1.6085 -4.8312
H -2.1256 0.1220 -4.4144
H -1.2711 1.6952 -4.4346
H -4.8948 1.0160 -1.7522
H -3.7582 -0.2911 -1.3044
H -4.3786 -0.1648 -2.9583